1.
Molecular formula: H8NaO12S2
Method: DFT, ωB97M-V with the def2-TZVPD basis set

```
23
Properties=species:S:1:pos:R:3:forces:R:3
Na 0.172908 -0.089170 0.014498 -0.781 0.387 0.009
S -0.190012 -3.030789 -0.548417 2.140 0.675 -2.259
O -0.662133 -2.278601 0.627878 -0.607 -0.056 1.136
O -1.352850 -3.490983 -1.289369 -0.748 -0.221 -0.102
O 0.673934 -2.140147 -1.359826 -0.693 -0.541 0.651
O 0.574415 -4.184464 -0.061545 -0.043 -0.286 0.598
S -1.457151 2.316536 1.158250 -2.219 2.134 1.065
O -0.966991 2.903066 2.424067 0.201 -0.219 0.478
O -0.434276 2.473920 0.144020 3.386 0.222 -2.454
O -1.736364 0.901996 1.258718 -0.116 -2.433 0.674
O -2.655333 3.043706 0.684219 -0.389 0.142 0.184
O -2.263928 -0.459581 -1.504634 0.032 -0.198 -0.004
H -2.911727 0.158872 -1.842419 -0.049 0.428 0.244
H -1.996588 -0.968870 -2.269737 0.230 -0.310 -0.158
O 1.215022 -0.652005 2.408217 -0.006 -0.287 0.016
H 1.407279 0.217479 2.759282 -0.318 0.504 0.129
H 2.057809 -0.973063 2.087484 0.093 -0.249 0.055
O 2.693894 0.354969 0.003630 0.154 -0.116 -0.180
H 2.795897 1.084174 0.615255 -0.157 0.431 0.119
H 3.026944 -0.405828 0.479547 0.146 -0.271 -0.107
O 0.790903 1.368274 -1.931329 0.852 -0.666 -1.201
H 0.477331 1.878983 -1.184950 -0.973 0.937 1.153
H 0.741015 1.971526 -2.672839 -0.136 -0.007 -0.046
```
Positions in Å, forces in eV/Å.

Values from the calculation:
Kohn-Sham gap (spin up / spin down) ... 4.6 / 3.4 eV
2S+1 ... 2
E_tot ... -50788.2296 eV
Expectation value of S² ... 0.763
Max |F| ... 0.081 hartree/bohr
Total charge ... -2

2.
Molecular formula: H8O12S2Zn
Method: DFT, ωB97M-V with the def2-TZVPD basis set

```
23
Properties=species:S:1:pos:R:3:forces:R:3
Zn -0.977061 0.187565 0.146615 1.655 -2.048 1.233
S -0.094061 -2.253205 2.466125 1.600 -1.362 0.337
O 0.365579 -0.849785 2.324415 2.015 4.360 0.367
O 0.984099 -3.187285 2.157085 0.174 -0.059 0.334
O -0.644931 -2.491675 3.793845 -0.505 0.099 0.570
O -1.056001 -2.191255 1.406925 -4.372 -1.026 -3.337
S 2.395719 -1.124475 -2.563905 3.677 -0.311 -2.515
O 1.779389 -1.619595 -3.757775 -1.404 -0.921 -2.843
O 3.211709 -2.201535 -1.993115 0.241 -0.504 1.076
O 3.254099 0.019845 -2.860435 0.305 0.987 0.135
O 1.349739 -0.797205 -1.656385 -3.502 1.220 4.508
O -3.077191 1.234055 1.936435 0.107 0.097 -0.406
H -3.978861 0.918635 1.875425 -0.163 -0.298 -0.063
H -3.097391 1.884275 2.638605 0.246 0.105 0.232
O -2.979371 0.215145 -2.077825 -0.059 0.177 0.430
H -3.276201 -0.529625 -2.600735 0.145 -0.410 -0.080
H -3.203691 0.982535 -2.604155 0.065 0.237 -0.118
O -0.458621 2.834665 -0.776445 -0.378 -0.216 0.218
H 0.096079 3.579385 -0.544205 0.397 0.043 0.190
H -0.945791 3.129055 -1.546005 -0.078 -0.091 -0.298
O 3.466719 1.135075 1.493695 0.250 0.564 0.275
H 4.186679 0.562195 1.229695 0.000 -0.208 -0.243
H 2.699359 0.563205 1.512115 -0.414 -0.436 -0.002
```
Positions in Å, forces in eV/Å.

Values from the calculation:
Kohn-Sham gap ... 3.2 eV
2S+1 ... 1
E_tot ... -94783.2198 eV
Energy above the lowest of the compared OMol25 structures with the same formula, charge and spin ... 935.66 kJ/mol
Max |F| ... 0.114 hartree/bohr
Total charge ... -2